# 1
64
Properties=species:S:1:pos:R:3:forces:R:3:nbo_charge:R:1 method="wB97M-V/def2-TZVPD" e_homo_ev="-16.4 / -17.0" e_above_lowest_kcal_mol=5.08 molar_mass_g_mol=653.23 spin_multiplicity=5 total_energy_ev=-85134.6740 total_charge=+3 s_squared=6.042 orbital_gap_ev="7.81 / 5.06"
Ru -0.044 0.402 0.296 0.2 0.0 0.4 0.9832
C -1.248 0.896 3.376 0.0 0.0 0.0 -0.5374
C -0.444 -0.359 3.657 0.0 0.0 0.0 -0.5398
S 0.099 -1.267 2.161 0.0 0.1 -0.1 0.4031
C 1.823 -1.609 2.589 0.0 0.0 0.0 -0.5373
C 2.694 -0.371 2.760 0.0 0.0 0.0 -0.5565
S 2.540 0.767 1.358 0.0 0.1 -0.2 0.3408
C 2.291 2.376 2.143 0.0 0.0 0.0 -0.5472
C 1.052 2.491 3.011 0.0 0.0 0.0 -0.5395
S -0.498 2.025 2.170 -0.1 -0.2 -0.1 0.3854
H -1.399 1.457 4.300 0.0 0.0 0.0 0.2713
H -2.224 0.665 2.958 0.0 0.0 0.0 0.2750
H -1.051 -1.052 4.239 0.0 0.0 0.0 0.2734
H 0.446 -0.143 4.244 0.0 0.0 0.0 0.2342
H 2.192 -2.259 1.795 0.0 0.0 0.0 0.2526
H 1.814 -2.205 3.503 0.0 0.0 0.0 0.2738
H 3.739 -0.676 2.821 0.0 0.0 0.0 0.2780
H 2.464 0.164 3.680 0.0 0.0 0.0 0.2351
H 2.262 3.082 1.311 0.0 0.0 0.0 0.2591
H 3.176 2.619 2.733 0.0 0.0 0.0 0.2748
H 0.926 3.526 3.328 0.0 0.0 0.0 0.2782
H 1.131 1.886 3.913 0.0 0.0 0.0 0.2342
O 3.503 0.248 -5.643 0.0 0.0 0.0 -0.7151
C 3.721 -0.803 -4.738 -0.1 0.0 0.0 -0.1054
C 2.841 -0.582 -3.542 0.0 0.0 0.0 0.1022
C 2.959 -1.373 -2.403 0.0 0.0 0.0 -0.2176
C 2.138 -1.129 -1.326 0.0 0.0 0.0 0.0791
N 1.218 -0.157 -1.327 -0.1 -0.1 0.0 -0.4633
C 1.068 0.591 -2.440 0.0 0.0 0.0 0.1658
C 1.869 0.415 -3.549 0.0 0.0 0.0 -0.2063
C -0.018 1.586 -2.372 0.0 0.0 0.1 0.2785
C -0.419 2.359 -3.438 0.0 0.1 0.0 -0.2333
C -1.469 3.261 -3.283 0.0 0.0 -0.1 0.1194
C -1.919 4.105 -4.440 0.0 -0.1 0.0 -0.1085
O -0.931 4.041 -5.435 0.0 0.0 0.0 -0.7141
C -2.092 3.341 -2.039 0.0 0.0 0.0 -0.2295
C -1.655 2.543 -1.012 0.0 0.0 0.0 0.0764
N -0.631 1.680 -1.164 0.1 0.0 -0.1 -0.4885
H 4.059 0.132 -6.421 0.0 0.0 0.0 0.5055
H 4.762 -0.861 -4.404 0.0 0.0 0.0 0.2096
H 3.459 -1.778 -5.170 0.0 0.0 0.0 0.2121
H 3.689 -2.169 -2.347 0.0 0.0 0.0 0.2552
H 2.208 -1.726 -0.427 0.0 0.0 0.0 0.2065
H 1.766 1.038 -4.425 0.0 0.0 0.0 0.2737
H 0.073 2.288 -4.396 0.0 0.0 0.0 0.2760
H -2.107 5.126 -4.091 0.0 0.0 0.0 0.2114
H -2.877 3.698 -4.791 0.0 0.0 0.0 0.2129
H -1.156 4.629 -6.164 0.0 0.0 0.0 0.5066
H -2.907 4.031 -1.864 0.0 0.0 0.0 0.2576
H -2.113 2.581 -0.034 0.0 0.0 0.0 0.2337
Cl -7.167 -4.422 -0.411 -0.1 -0.1 0.0 0.3547
C -5.809 -3.489 -0.289 0.1 0.1 0.0 0.0631
C -5.895 -2.208 0.344 0.0 0.0 0.0 -0.1521
C -4.767 -1.451 0.447 0.0 0.0 0.0 -0.1916
C -3.546 -1.935 -0.071 0.0 0.0 0.0 0.1367
C -3.461 -3.197 -0.705 0.0 0.0 0.0 -0.1923
C -4.573 -3.977 -0.816 0.0 0.0 0.0 -0.1535
C -2.295 -1.096 0.046 -0.1 0.0 0.0 0.7146
O -1.266 -1.464 -0.555 0.0 0.0 0.0 -0.6453
O -2.322 -0.055 0.762 -0.1 0.0 0.0 -0.7127
H -6.851 -1.874 0.725 0.0 0.0 0.0 0.2716
H -4.791 -0.480 0.922 0.0 0.0 0.0 0.2651
H -2.507 -3.524 -1.094 0.0 0.0 0.0 0.2738
H -4.549 -4.949 -1.290 0.0 0.0 0.0 0.2727

---

# 2
40
Properties=species:S:1:pos:R:3:forces:R:3:nbo_charge:R:1 method="wB97M-V/def2-TZVPD" e_homo_ev=-8.9 e_above_lowest_kcal_mol=101.16 molar_mass_g_mol=263.34 total_energy_ev=-23421.3753 smiles="CC(C)N1CCN(Cc2cccc([N+](=O)[O-])c2)CC1" orbital_gap_ev=8.44
C -3.934 4.490 1.281 0.1 -0.1 -0.3 -0.6156
C -3.761 3.256 0.391 -0.3 0.1 0.2 -0.0376
C -5.019 2.393 0.518 0.2 0.1 -0.2 -0.6154
N -2.574 2.496 0.792 0.0 0.0 -0.1 -0.4434
C -2.377 1.293 0.000 0.1 -0.3 0.1 -0.2275
C -1.201 0.489 0.539 -0.2 0.0 -0.3 -0.2324
N 0.013 1.279 0.474 0.1 0.0 0.2 -0.4411
C 1.178 0.516 0.880 0.0 0.2 0.0 -0.2366
C 1.525 -0.527 -0.146 0.1 -0.2 -0.2 -0.0255
C 1.411 -0.229 -1.502 0.0 -0.1 0.0 -0.1707
C 1.738 -1.165 -2.469 0.0 0.0 0.1 -0.2078
C 2.191 -2.418 -2.099 0.1 -0.3 0.2 -0.2057
C 2.306 -2.713 -0.747 -0.4 1.2 -0.4 0.0773
N 2.776 -4.015 -0.344 0.2 -0.6 0.2 0.5165
O 2.866 -4.240 0.844 0.0 -0.1 0.3 -0.3789
O 3.055 -4.809 -1.218 0.1 -0.2 -0.2 -0.3775
C 1.974 -1.782 0.229 0.1 -0.2 0.0 -0.1995
C -0.174 2.475 1.270 -0.1 0.3 -0.1 -0.2200
C -1.351 3.279 0.727 0.2 0.0 0.2 -0.2269
H -3.830 4.206 2.324 0.0 0.0 0.2 0.2140
H -4.924 4.913 1.132 -0.1 0.1 0.0 0.2123
H -3.210 5.266 1.049 0.1 0.1 0.1 0.2066
H -3.666 3.590 -0.662 0.0 0.0 0.1 0.1602
H -5.082 1.644 -0.266 -0.1 -0.1 0.0 0.2069
H -5.025 1.897 1.485 0.0 -0.1 0.1 0.2142
H -5.903 3.021 0.442 -0.1 0.0 0.0 0.2121
H -3.266 0.667 0.058 0.0 0.0 -0.1 0.2090
H -2.186 1.540 -1.061 0.0 0.0 0.0 0.1663
H -1.070 -0.412 -0.065 -0.1 0.0 0.1 0.2097
H -1.422 0.186 1.578 0.0 0.0 0.0 0.1720
H 1.043 0.040 1.868 0.0 0.0 -0.1 0.1775
H 2.021 1.213 0.961 -0.1 0.0 0.1 0.2140
H 1.052 0.749 -1.782 -0.1 0.1 -0.1 0.2338
H 1.641 -0.918 -3.515 0.0 0.0 -0.1 0.2214
H 2.456 -3.167 -2.829 0.0 0.0 0.0 0.2478
H 2.073 -2.055 1.270 0.0 0.0 0.0 0.2442
H 0.732 3.084 1.213 0.0 0.0 0.0 0.2013
H -0.368 2.229 2.328 0.0 0.0 0.0 0.1699
H -1.456 4.172 1.340 0.0 0.0 -0.1 0.2084
H -1.127 3.584 -0.311 0.0 0.0 0.1 0.1667

---

# 3
12
Properties=species:S:1:pos:R:3:forces:R:3:nbo_charge:R:1 method="wB97M-V/def2-TZVPD" e_homo_ev="-14.7 / -14.7" e_above_lowest_kcal_mol=116.41 molar_mass_g_mol=93.11 total_energy_ev=-8231.3982 total_charge=+1 orbital_gap_ev="7.06 / 7.06"
C -0.573 -1.439 1.817 -0.7 0.2 0.4 0.2129
C -0.446 0.126 0.219 1.6 3.2 -0.7 0.2084
C -1.395 -0.818 0.793 1.3 -0.1 0.6 -0.1631
C 0.140 -1.158 0.415 1.3 -1.3 -2.7 0.0011
C 0.755 1.691 -1.178 2.1 -2.2 -0.6 -0.4484
N 0.294 -1.936 2.461 -0.2 0.3 -0.6 0.0710
N -0.350 1.176 -0.453 -2.5 -0.7 1.1 -0.2437
H -2.352 -1.052 0.417 -0.9 -1.0 -0.2 0.3143
H 0.760 -1.810 -0.311 -1.4 0.4 1.8 0.3358
H 0.652 1.273 -2.246 0.2 0.7 1.5 0.2539
H 1.638 1.158 -0.681 -0.3 1.3 -1.1 0.1913
H 0.877 2.789 -1.253 -0.5 -0.7 0.5 0.2664

---

# 4
48
Properties=species:S:1:pos:R:3:forces:R:3:nbo_charge:R:1 method="wB97M-V/def2-TZVPD" e_homo_ev=-10.1 molar_mass_g_mol=455.07 total_energy_ev=-106090.1125 smiles="C[C@@H](Br)CCOC(=O)CB(O)O.O=C1C=CC(=O)C=C1.O=C1C=CC(=O)C=C1" orbital_gap_ev=8.58
C 0.338 0.643 1.713 -0.3 0.2 -0.2 -0.6378
C -0.754 1.493 2.336 0.0 0.0 -0.1 -0.2042
Br -0.059 2.344 3.962 0.0 0.0 0.1 -0.0318
C -1.258 2.587 1.395 0.1 0.0 -0.1 -0.4608
C -2.400 2.177 0.466 -0.2 0.2 -0.3 -0.0645
O -2.287 0.825 -0.007 0.3 -0.1 0.2 -0.5370
C -2.989 -0.156 0.615 -0.2 0.4 -0.2 0.8342
O -2.443 -1.189 0.893 0.1 -0.3 0.0 -0.6000
C -4.441 0.100 0.878 -0.3 -0.2 0.1 -0.9108
B -4.701 0.375 2.426 -0.1 -0.1 0.2 1.1307
O -5.704 1.228 2.814 0.4 0.4 -0.5 -0.9049
O -3.947 -0.249 3.371 0.0 0.0 0.0 -0.8828
H -0.111 0.050 0.914 0.1 -0.1 0.0 0.2327
H 0.819 -0.008 2.438 0.0 0.0 0.0 0.2257
H 1.090 1.298 1.273 0.1 -0.1 0.1 0.2211
H -1.579 0.875 2.690 0.0 0.0 0.1 0.2088
H -0.414 2.939 0.797 0.0 0.0 0.0 0.2153
H -1.605 3.448 1.968 -0.1 0.0 0.0 0.2334
H -3.379 2.338 0.921 0.1 -0.1 0.2 0.1805
H -2.368 2.808 -0.423 -0.1 0.0 0.0 0.2037
H -4.871 0.870 0.242 0.1 0.1 0.0 0.2536
H -4.955 -0.842 0.659 0.0 0.0 0.0 0.2818
H -5.430 1.866 3.480 -0.2 -0.3 0.4 0.5055
H -3.347 -0.913 3.005 0.1 0.1 0.0 0.5100
O 5.820 -3.322 -1.009 0.0 0.0 0.0 -0.4885
C 5.284 -2.420 -0.402 0.0 0.0 0.0 0.4783
C 5.646 -1.002 -0.657 0.0 0.0 0.0 -0.2326
C 5.055 -0.012 0.004 0.0 0.0 0.0 -0.2222
C 4.010 -0.282 1.025 0.0 0.0 -0.1 0.4808
O 3.461 0.628 1.611 0.1 0.0 0.0 -0.4986
C 3.653 -1.697 1.284 0.0 0.0 0.0 -0.2330
C 4.243 -2.687 0.621 0.0 0.0 0.0 -0.2081
H 6.409 -0.833 -1.406 0.0 0.0 0.0 0.2308
H 5.297 1.031 -0.162 0.0 0.0 0.0 0.2292
H 2.884 -1.869 2.026 0.0 0.0 0.0 0.2322
H 3.992 -3.728 0.780 0.0 0.0 0.0 0.2322
O 1.562 -1.963 -1.727 0.0 0.0 0.1 -0.4991
C 0.886 -1.391 -2.556 0.0 0.0 0.0 0.4909
C -0.549 -1.094 -2.314 0.0 0.0 0.1 -0.2368
C -1.289 -0.481 -3.232 0.0 0.0 0.0 -0.2235
C -0.713 -0.058 -4.533 0.0 0.0 0.0 0.4738
O -1.385 0.509 -5.367 0.0 0.0 0.0 -0.4897
C 0.723 -0.355 -4.775 0.0 0.0 0.0 -0.2190
C 1.463 -0.974 -3.860 0.0 0.0 0.0 -0.2402
H -0.946 -1.405 -1.354 0.0 0.0 0.0 0.2474
H -2.338 -0.256 -3.081 0.0 0.0 0.0 0.2301
H 1.118 -0.040 -5.733 0.0 0.0 0.0 0.2312
H 2.510 -1.206 -4.013 0.0 0.0 0.0 0.2322